# 1
60
Properties=species:S:1:pos:R:3:forces:R:3:mulliken_charge:R:1 method="wB97M-V/def2-TZVPD" homo_ha=-0.4006 total_charge=+1
N -1.249 -0.368 -1.206 -5.10 -1.77 1.77 1.129
H -1.111 -0.006 -4.578 -1.23 -0.62 2.25 0.236
H 0.411 -0.988 2.020 0.48 0.17 -2.52 0.266
H -2.667 3.433 -1.559 0.51 -2.65 -1.09 0.296
C -5.181 -2.923 -2.714 -3.27 5.82 -2.66 0.455
H -2.106 -1.411 -3.816 0.62 2.34 0.66 0.362
O 1.537 -0.710 -3.232 -7.83 -3.23 2.78 -0.520
N -0.720 -0.254 -2.460 0.74 -1.94 -2.71 0.083
H -5.063 -2.307 -0.410 1.43 -0.48 -2.05 0.314
H 2.453 -2.529 1.107 0.15 2.52 0.12 0.366
C -4.406 -2.811 -1.236 -0.76 -2.35 -0.07 -0.528
C -0.970 0.800 -0.290 2.29 3.12 0.95 0.908
C 0.606 0.520 0.214 -0.33 -2.25 -1.78 -1.593
H -4.275 0.676 1.397 2.12 -1.38 -1.05 0.465
H -0.680 -3.196 -3.388 2.19 0.52 1.03 0.261
H -3.705 0.892 -1.044 0.45 -0.62 0.48 0.434
C 0.806 -0.963 0.902 1.40 0.15 1.39 0.061
H -1.956 2.554 -3.278 1.06 1.86 2.37 0.308
H 7.262 2.088 3.219 -0.14 0.00 0.11 0.347
H 1.217 0.466 -0.812 -1.36 0.30 2.23 0.608
C 2.430 -1.346 1.019 -0.74 -0.70 -0.90 -0.802
C -1.893 3.289 1.786 -1.83 -2.24 0.97 0.310
S -1.196 4.103 3.150 -2.57 -2.49 -5.12 -0.055
H -2.274 -2.953 -1.716 -1.11 1.35 0.67 0.299
C -2.016 1.036 0.940 -1.70 -0.71 3.11 0.280
H 1.252 -3.427 -3.146 -1.95 1.60 0.62 0.346
H -2.182 0.815 2.999 0.82 0.12 -1.50 0.445
C -3.383 0.072 0.883 -0.71 2.79 0.02 -0.145
C 6.715 1.169 3.459 0.18 -0.33 0.05 -1.366
H 0.058 -3.217 -1.653 0.64 0.74 -2.25 0.188
H 0.269 2.624 -1.465 -1.89 -2.55 -0.37 0.203
N -3.735 -0.042 -0.582 2.61 -3.17 0.26 -0.240
H 2.943 -0.836 1.940 -0.98 -0.98 -2.00 0.072
C -0.804 2.124 -1.301 -1.42 1.37 -1.54 -0.080
H 7.176 0.365 2.875 -0.12 0.07 0.12 0.336
C -2.610 -0.957 -1.113 -1.10 0.71 0.33 -1.237
H 0.324 -1.849 0.308 0.60 1.98 0.88 0.051
H 3.530 2.525 3.624 0.12 -0.10 0.11 0.113
O -5.814 -1.881 -3.258 4.56 -7.38 3.81 -0.420
N -2.625 2.453 0.993 4.89 3.36 3.18 -0.537
Cl -5.134 -4.591 -3.603 0.09 2.53 1.55 -0.139
I 1.540 2.178 1.285 -0.61 -1.03 -0.61 0.199
H 4.725 0.363 3.313 0.01 0.09 -0.23 0.151
H 4.656 2.249 4.973 -0.02 0.08 -0.11 0.383
Cl -3.224 -1.521 1.803 -0.07 1.41 -1.29 -0.097
C 0.288 -2.875 -2.773 -1.82 0.29 1.00 -0.908
C 5.242 1.306 3.108 0.42 0.62 0.06 0.531
N -3.005 -2.258 -1.380 1.38 2.31 -0.02 0.285
H 2.978 -1.104 -0.010 -1.06 -0.26 2.35 0.248
H -4.274 -3.947 -0.892 -0.10 2.57 -0.74 0.426
H -2.607 0.439 -3.524 1.77 -1.43 0.41 0.322
O -1.470 0.804 2.296 -0.14 -0.32 -1.50 -0.465
O 5.111 1.570 1.713 -0.11 0.00 -0.27 -0.506
C 4.587 2.430 3.896 -0.28 0.02 0.16 -1.074
H 5.058 3.393 3.672 0.10 -0.13 0.06 0.321
C 0.358 -1.243 -2.802 7.88 1.74 -2.43 0.445
C -1.709 -0.308 -3.590 -0.08 -0.18 -2.65 -0.890
H 6.848 0.950 4.523 0.04 0.05 -0.12 0.379
C -1.900 2.730 -2.108 1.03 -0.96 1.61 -0.984
H 5.567 2.406 1.522 -0.15 -0.38 0.11 0.350


# 2
61
Properties=species:S:1:pos:R:3:forces:R:3:mulliken_charge:R:1 method="wB97M-V/def2-TZVPD" homo_ha="-0.4096 / -0.4096" total_charge=+1 de_lowest_ev=0.0000
H 4.242 1.498 -1.858 0.01 -0.02 0.02 0.426
H -1.170 4.232 5.180 0.00 0.00 0.00 0.418
H 1.396 -1.971 1.098 0.06 0.01 0.00 -0.012
C -2.488 -0.155 -1.406 -0.11 0.02 0.04 -1.441
C -0.387 2.363 4.485 -0.01 0.00 0.02 -0.955
H 1.521 -2.198 2.856 -0.02 0.00 0.01 0.457
H -1.446 -3.167 -4.166 0.01 0.00 0.01 0.320
C 3.738 0.609 -2.239 -0.09 -0.03 0.01 -0.571
C -1.521 1.413 2.604 -0.12 0.33 0.46 0.428
C -2.412 2.479 2.567 0.14 -0.18 0.00 -0.544
O -2.179 -0.610 1.501 -0.10 -0.06 0.06 -0.582
H 5.548 -0.388 -2.212 0.02 0.02 -0.02 0.204
C 0.959 -1.705 2.057 0.01 -0.01 0.06 -1.257
H 0.051 -3.094 -3.223 0.00 0.00 0.00 0.373
H -2.698 -1.164 -4.584 0.00 0.00 0.00 0.317
H 4.727 -0.582 -3.613 -0.03 -0.01 0.00 0.229
H -2.959 4.332 3.489 0.00 0.00 0.00 0.439
H -0.166 -0.729 3.902 -0.05 0.03 -0.04 0.403
C -1.031 -2.512 -0.914 0.10 -0.02 0.11 -1.162
C -1.474 0.350 1.590 0.40 0.33 -0.34 0.639
N 4.624 -0.486 -2.613 0.03 0.02 0.03 -0.570
H 3.545 -1.499 -1.528 -0.04 0.02 -0.02 0.490
H 2.909 -0.243 3.141 0.00 0.01 0.00 0.421
P -0.771 -0.687 -0.964 0.09 0.01 0.21 2.579
N -1.721 -2.953 -2.120 -0.02 -0.03 -0.05 0.154
C 2.756 0.126 -1.180 0.15 0.05 0.02 0.145
O 2.809 -1.169 -0.941 -0.01 -0.04 0.03 -0.384
C -2.194 -0.688 -3.741 -0.04 -0.01 -0.02 -0.784
C -0.499 1.347 3.553 -0.11 0.06 -0.16 0.939
H -2.126 0.384 -3.937 0.00 -0.01 0.00 0.415
N 0.123 3.038 0.175 -0.06 0.00 -0.14 1.035
H -0.076 -2.041 2.088 0.01 0.02 -0.01 0.499
N -0.848 -1.248 -3.645 0.02 -0.02 -0.05 0.113
H -3.613 -2.505 -1.338 0.00 0.00 0.00 0.400
C -1.271 3.435 4.457 0.01 -0.02 -0.01 -0.714
C 0.399 0.139 3.555 0.01 -0.05 0.09 -1.135
C -0.037 -0.547 -2.659 0.10 0.00 0.04 -1.301
H 1.205 0.299 4.272 0.00 -0.08 -0.01 0.433
H 2.498 1.269 2.289 -0.01 -0.02 0.01 0.480
H -3.143 -0.313 -0.549 0.05 0.03 -0.07 0.532
O -0.495 2.143 -0.533 -0.06 -0.19 0.08 -0.716
H 2.941 -0.187 1.376 0.01 -0.02 -0.02 0.237
O 0.693 2.531 1.188 0.03 -0.04 0.18 -0.725
C 2.430 0.183 2.256 0.02 0.09 -0.03 -1.378
H -3.561 -2.836 -3.077 0.01 0.00 0.01 0.292
O 1.988 0.865 -0.600 -0.14 0.08 -0.11 -0.644
N -2.995 -0.909 -2.543 -0.01 -0.01 -0.03 0.125
H 3.135 0.932 -3.090 0.01 0.01 0.00 0.299
H 0.961 -0.987 -2.665 0.02 0.03 0.03 0.275
O 0.137 4.186 -0.112 0.01 -0.03 0.03 -0.638
H -0.066 -3.020 -0.839 -0.01 0.00 0.01 0.330
N 1.008 -0.233 2.222 -0.15 -0.20 -0.23 0.671
Co 0.122 0.695 0.601 -0.09 -0.13 -0.18 1.487
H 0.394 2.326 5.235 0.01 0.00 0.00 0.421
C -0.951 -2.673 -3.329 -0.01 -0.03 -0.04 -1.050
H -3.191 2.516 1.816 0.00 0.00 -0.02 0.535
C -2.277 3.493 3.504 0.00 0.05 0.05 -0.705
C -3.044 -2.341 -2.254 -0.04 0.00 -0.03 -0.882
H -2.475 0.912 -1.638 0.01 0.01 0.00 0.375
H 0.046 0.512 -2.919 0.00 -0.01 0.01 0.390
H -1.619 -2.768 -0.030 0.00 0.02 -0.01 0.423


# 3
57
Properties=species:S:1:pos:R:3:forces:R:3:mulliken_charge:R:1 method="wB97M-V/def2-TZVPD" homo_ha="-0.5602 / -0.5674" multiplicity=5 total_charge=+2 s2=6.017
N -2.373 2.917 0.040 -0.71 0.44 -0.12 0.268
C 1.512 3.498 -0.148 -0.11 -0.09 0.03 -0.273
H -0.406 -4.971 0.181 -0.02 0.01 0.04 0.236
H -2.520 -3.478 1.843 0.01 0.00 0.00 0.393
H -0.874 -1.785 2.394 0.00 0.06 0.01 0.156
H 3.931 -2.680 -2.017 -0.01 -0.04 -0.02 0.505
C 1.289 5.857 -0.341 -0.05 0.13 -0.01 -0.557
N 2.615 0.835 2.057 0.52 0.05 0.71 -0.440
H -4.067 5.012 0.101 -0.02 -0.02 0.01 0.462
H -0.751 6.549 -0.320 0.06 -0.02 -0.01 0.355
H 3.311 -3.199 -0.466 0.04 0.01 0.01 0.260
H -1.808 -2.910 0.352 -0.03 -0.01 0.00 0.187
H 3.146 -0.706 -0.663 0.05 -0.03 -0.03 0.400
H -0.351 -3.332 3.008 -0.05 0.02 0.00 0.446
N 0.659 0.358 0.706 0.82 -0.45 0.43 -0.092
C 3.778 1.479 1.966 -0.13 0.02 -0.10 0.463
H 3.427 -4.974 -3.118 -0.02 -0.01 0.03 0.392
H -2.082 -5.426 0.430 0.03 0.02 0.01 0.401
H 1.597 -2.213 2.030 0.01 -0.05 0.07 0.542
C -3.049 5.288 -0.158 0.06 0.07 0.00 -1.606
H -3.046 5.710 -1.165 -0.01 -0.01 0.00 0.383
H -0.471 -1.359 -0.987 -0.07 -0.09 -0.03 -0.095
C -0.094 5.691 -0.265 0.09 0.31 -0.04 -0.401
C 2.584 -5.056 -2.429 0.03 -0.01 0.01 -1.492
H -5.942 1.406 0.077 -0.01 0.00 -0.01 0.206
C -1.235 -4.919 0.893 -0.01 0.01 0.02 -1.327
C -0.606 4.428 -0.122 -0.30 -0.35 0.01 0.643
N 4.773 2.057 1.922 -0.21 -0.12 -0.03 -0.363
H -5.392 -0.172 0.506 -0.03 0.00 -0.01 0.244
C 3.018 -2.757 -1.423 0.03 0.00 -0.09 -0.803
C 2.016 -3.678 -2.118 0.04 0.03 0.00 0.329
H 3.178 4.826 -0.347 -0.02 -0.01 -0.01 0.468
Ge 0.820 -1.511 -0.184 -0.38 0.35 -0.02 -0.009
N -3.677 2.486 0.045 0.38 -0.27 0.14 -0.557
H 1.124 -3.799 -1.479 -0.02 0.01 -0.03 -0.219
H 1.714 6.847 -0.447 -0.02 -0.03 0.00 0.454
C -2.079 4.163 -0.069 0.31 0.14 -0.02 0.456
C -0.517 -2.771 2.084 0.09 -0.12 0.04 -0.725
H 1.216 -3.610 1.051 -0.02 0.00 0.08 0.578
C -3.915 1.177 0.329 0.11 0.22 -0.01 0.615
C 2.445 -1.353 -1.196 0.14 -0.06 -0.08 -0.708
C 2.101 4.746 -0.287 0.12 -0.02 -0.01 -0.894
H -0.950 -5.491 1.779 -0.02 0.03 -0.05 0.337
Cr -0.880 1.623 0.347 0.07 -0.67 0.07 0.540
N 0.193 3.330 -0.052 0.09 0.54 -0.05 -0.151
H 2.189 -0.871 -2.142 0.13 0.02 -0.05 0.445
C 1.648 0.617 1.383 -0.49 0.09 -0.85 0.751
H 1.667 -3.199 -3.039 -0.01 -0.02 0.00 0.310
H -4.414 3.125 -0.202 -0.08 0.06 -0.05 0.216
H 2.940 -5.549 -1.521 -0.01 0.02 -0.04 0.353
S -2.664 0.093 0.740 -0.25 0.09 -0.07 -0.375
C -1.595 -3.481 1.263 0.07 -0.05 -0.01 -0.067
N -5.173 0.787 0.282 -0.11 -0.18 0.07 -0.322
H 1.837 -5.702 -2.891 0.02 0.04 0.02 0.381
H -2.753 6.079 0.532 -0.01 0.00 -0.02 0.404
H 2.120 2.603 -0.119 -0.02 0.06 -0.02 0.690
C 0.834 -2.638 1.373 -0.08 -0.14 0.04 -0.794


# 4
58
Properties=species:S:1:pos:R:3:forces:R:3:mulliken_charge:R:1 method="wB97M-V/def2-TZVPD" homo_ha="-0.2324 / -0.2319" multiplicity=8 s2=16.052
C 4.682 0.290 -2.589 0.40 -1.16 0.78 -0.479
H 0.476 -4.340 -0.354 0.26 -0.49 -0.01 0.377
C -5.711 0.682 1.706 0.15 -0.31 0.01 -0.617
H -5.967 1.673 2.070 -0.17 -0.18 -0.12 0.438
N -1.986 0.268 0.958 -0.64 0.69 0.86 -0.316
H 4.073 -2.096 0.460 -0.74 -0.57 -0.67 0.249
C -3.994 -0.893 1.051 -1.11 -0.50 -0.29 -0.076
H 1.532 2.626 -3.360 0.25 -0.29 -0.12 0.463
Gd -0.167 -0.422 -0.328 1.41 0.02 0.49 -0.467
C 2.363 0.884 -2.355 0.83 -0.23 -0.79 0.615
O -3.083 2.542 0.636 -0.19 -0.45 0.75 -0.609
N 2.185 0.048 -1.301 -0.09 -0.51 -0.25 0.156
H -2.418 2.560 -2.013 0.18 0.06 -0.21 0.296
C 1.505 -3.977 -0.266 -0.74 -0.14 0.14 -1.380
C -6.665 -0.305 1.438 0.24 -0.11 -0.04 -0.469
H -0.696 -0.579 -2.020 -0.67 -0.20 -1.99 -0.044
H -4.577 -2.847 0.421 -0.28 0.17 0.04 0.500
C -4.378 0.361 1.493 -1.31 0.30 0.23 0.346
H 0.532 1.952 0.280 0.00 -1.07 0.90 0.805
C 3.234 -0.802 -0.957 -0.07 -0.42 1.07 1.128
C 1.690 -2.954 2.449 -0.01 0.17 -0.04 -1.006
C 3.124 -1.974 -0.123 0.56 2.74 1.61 -1.388
H 4.792 0.902 2.259 0.26 -0.76 0.80 0.334
P -0.073 2.179 -1.655 -0.63 -0.73 -1.71 1.200
O -1.878 -1.874 0.202 -2.03 0.96 1.16 -0.647
H 0.749 -3.457 2.732 0.38 0.07 -0.24 0.371
H -0.229 4.261 -0.461 0.10 0.04 -0.16 0.373
O 4.694 0.041 2.734 -1.11 0.79 -1.65 -0.647
C 1.199 1.690 -2.896 -0.38 0.34 0.12 -1.162
H -1.411 3.317 -3.302 -0.28 -0.18 -0.04 0.423
C -6.281 -1.576 0.977 -0.01 0.16 0.13 -0.538
H 2.539 -3.634 2.615 -0.25 0.21 -0.10 0.411
H 0.289 4.490 -2.161 0.10 0.02 0.21 0.460
C -1.553 2.428 -2.675 -0.14 0.35 -0.23 -1.276
C -4.938 -1.885 0.780 0.36 0.38 0.24 -0.582
C 4.535 -0.523 -1.478 0.53 0.49 -0.79 -0.954
C -2.576 -0.926 0.737 2.16 0.25 -0.59 1.123
H 3.579 1.539 -3.988 0.10 0.01 0.25 0.407
H 0.800 0.839 4.211 -0.36 0.42 0.08 0.294
H 5.632 0.326 -3.141 -0.37 0.21 0.49 0.350
H 0.453 1.256 0.593 1.00 1.42 1.73 -0.550
H 5.379 -1.044 -1.012 -0.31 0.11 -0.45 0.335
C 3.557 0.959 -3.068 -1.04 0.53 -0.04 -0.787
H 4.043 -0.370 2.109 0.72 -0.12 0.69 0.265
H -7.720 -0.082 1.576 0.17 -0.05 -0.01 0.388
H 1.762 -2.084 3.113 0.09 -0.26 -0.21 0.147
H -7.037 -2.329 0.769 0.09 0.19 0.05 0.392
H 1.986 0.023 3.782 0.15 -0.04 0.15 0.303
H 1.932 -3.707 -1.244 -0.39 -0.31 0.38 0.361
P 1.548 -2.410 0.686 1.59 -0.63 -0.88 0.857
H 2.191 -4.670 0.241 -0.33 -0.09 -0.28 0.376
O 1.145 -0.050 4.248 0.29 -0.28 -0.24 -0.600
H 0.657 1.123 -3.666 0.16 -0.05 0.18 0.383
H 1.450 3.907 -0.931 -0.08 0.02 -0.03 0.397
O -2.654 1.755 2.970 -0.23 0.09 -0.37 -0.640
H -1.715 1.544 -3.300 0.02 0.15 0.14 0.348
S -3.012 1.473 1.610 1.41 -1.67 -1.41 1.062
C 0.409 3.873 -1.264 0.03 0.44 0.27 -1.499


| no. | energy (Eh) |
| --- | --- |
| 1 | -2893.47500 |
| 2 | -3207.08542 |
| 3 | -4605.65848 |
| 4 | -3035.43643 |